# 1
The following is a DFT calculation (wB97M-V/def2-TZVPD) of a single C3H6N2OS molecule at a distorted geometry.

Values from the calculation:
* energy above the lowest of the compared OMol25 structures with the same formula, charge and spin: 53.2 kcal per mole
* SMILES: C/C(=N/N)C(=O)S
* orbital gap: 9.439 eV
* multiplicity: 1
* HOMO level: -8.84 eV
* max |F|: 2.43 eV Å⁻¹
* total charge: 0
* E_LUMO: 0.594 eV

Last column: Löwdin charge in e.
CARTESIAN COORDINATES (ANGSTROEM)
C: -0.29508 -1.53359 -0.87834  -0.05
C: -0.24088 -0.34067 0.02309  -0.37
N: -1.25807 0.46501 0.11155  -0.01
N: -1.19767 1.57321 0.82577  0.02
C: 1.11056 -0.21862 0.71811  -0.76
O: 1.47182 -1.01445 1.53348  0.05
S: 2.20241 1.03499 0.07240  0.83
H: -1.26028 -1.60166 -1.37579  0.08
H: 0.47896 -1.46997 -1.67196  0.09
H: -0.11037 -2.44446 -0.33777  0.07
H: -0.27426 1.90005 1.11578  0.08
H: -1.93435 2.19882 0.71145  0.07
H: 1.30721 1.45134 -0.84778  -0.11

***

# 2
The following is a DFT calculation (wB97M-V/def2-TZVPD) of a molecular structure, C5H8O2.

Values from the calculation:
* energy above the lowest of the compared OMol25 structures with the same formula, charge and spin: 67.4 kcal per mole
* orbital gap: 10.067 eV
* multiplicity: 1
* HOMO level: -9.13 eV
* max |F|: 0.43 eV Å⁻¹
* total charge: 0
* E_LUMO: 0.936 eV

Last column: Löwdin charge in e.
CARTESIAN COORDINATES (ANGSTROEM)
O: 0.00202 2.67477 -1.88570  -0.07
C: -0.90832 -0.36039 -1.46970  0.06
C: -0.37687 -0.29974 -0.25623  -0.35
O: -0.90444 0.32825 0.86179  0.02
C: 0.30365 0.03474 1.59075  -0.21
C: 0.46137 -1.43304 1.72374  -0.03
C: 0.87007 -0.73777 0.43346  -0.11
H: -0.89882 2.64350 -1.54308  0.03
H: -1.87218 0.09215 -1.67621  0.07
H: -0.39021 -0.87441 -2.27062  0.07
H: 0.26608 1.74868 -1.86923  0.00
H: 0.71441 0.81366 2.22016  0.15
H: -0.42595 -2.06064 1.74030  0.12
H: 1.29143 -1.77362 2.33814  0.11
H: 1.86883 -0.76913 0.01671  0.14